# 1
Entry from OMol25: a 4-piece molecular cluster, C8H10Cl6O6 overall in a non-equilibrium geometry (ωB97M-V with the def2-TZVPD basis set).

SMILES string: ClC(Cl)Cl.ClC(Cl)Cl.O=C1OCCO1.O=C1OCCO1
LUMO: 0.450 eV
E: -95876.574 eV
E_HOMO: -10.373 eV

Structure (ORCA input):
```
! wB97M-V def2-TZVPD RIJCOSX def2/J DEFGRID3
* xyz 0 1
Cl 4.2229 1.3530 -1.6176
C 3.5017 2.2312 -0.2809
Cl 1.7368 2.5922 -0.3995
Cl 4.4354 3.7361 -0.0727
H 3.7796 1.6305 0.5851
Cl -0.9826 -2.8696 -3.3405
C -0.8504 -1.4848 -4.4832
Cl 0.8694 -1.1182 -4.5849
Cl -1.6758 -0.0921 -3.8300
H -1.2181 -1.7609 -5.4715
O -0.3997 2.8831 1.8029
C -1.2259 2.1406 2.2748
O -2.4661 2.4700 2.3713
C -3.2387 1.3661 2.7972
C -2.1701 0.5378 3.4417
O -1.0048 0.9331 2.7084
H -3.8578 1.6238 3.6566
H -3.7253 0.8717 1.9565
H -2.3044 -0.5208 3.2191
H -2.0500 0.7628 4.5014
O -1.4422 -1.4869 0.8150
C -0.4092 -1.7196 0.2196
O 0.1504 -2.8720 -0.1828
C 1.3452 -2.5260 -0.8709
C 1.4350 -1.0095 -0.7392
O 0.1914 -0.6103 -0.3190
H 2.2495 -2.9751 -0.4605
H 1.1949 -2.6488 -1.9435
H 1.6983 -0.6698 -1.7409
H 2.2103 -0.7676 -0.0122
*
```



# 2
Entry from OMol25: a 2-piece molecular cluster, C8H10ClN overall in a non-equilibrium geometry (ωB97M-V with the def2-TZVPD basis set).

SMILES string: Clc1ccccn1.C1CC1
LUMO: 0.607 eV
E: -22468.544 eV
E_HOMO: -9.482 eV

Structure (ORCA input):
```
! wB97M-V def2-TZVPD RIJCOSX def2/J DEFGRID3
* xyz 0 1
Cl -1.7027 2.2846 0.0754
C -1.9665 0.5491 0.1469
C -3.2064 -0.0370 0.4785
C -3.3974 -1.4057 0.3689
C -2.3537 -2.1567 -0.1751
C -1.2578 -1.4236 -0.6805
N -1.0449 -0.1295 -0.5467
H -3.9809 0.5156 1.0390
H -4.3949 -1.8378 0.6948
H -2.3949 -3.2726 -0.2138
H -0.4661 -1.8678 -1.3081
C 3.7245 1.1634 -0.1924
C 2.8142 0.1583 0.4972
C 2.1640 1.3459 -0.1840
H 4.0585 1.9838 0.4107
H 4.2032 1.1216 -1.1899
H 2.6338 -0.7220 -0.0578
H 2.8828 0.1787 1.5629
H 1.9570 2.3369 0.4410
H 1.7283 1.2148 -1.1673
*
```



# 3
Entry from OMol25: an isolated molecule of C8H10ClNO4S in a non-equilibrium geometry (ωB97M-V with the def2-TZVPD basis set).

expectation value of S²: 2.020
LUMO (alpha / beta): -0.287 / -2.116 eV
E: -41486.388 eV
E_HOMO (alpha / beta): -7.653 / -7.487 eV

Structure (ORCA input):
```
! wB97M-V def2-TZVPD RIJCOSX def2/J DEFGRID3
* xyz 0 3
C 0.5531 0.2664 0.9077
C -0.2617 -0.0236 -0.1744
C -1.3206 0.7980 -0.4410
C -2.4528 2.5329 1.6327
C 0.0437 -0.9911 -1.1168
C 0.9644 -4.0495 -1.4397
C 0.0515 3.6347 2.7688
C 1.6282 -2.7046 -1.7389
N 0.4075 1.3489 1.7238
O -0.5296 -1.1401 -2.1849
O -0.3747 3.1722 0.1056
O -2.0600 0.6901 -1.4406
O 1.1759 -1.7197 -0.8173
S -0.6382 2.5601 1.3944
Cl -3.2267 3.5979 0.6734
H 1.1486 -0.5272 1.2358
H 1.1271 -4.4322 -0.3805
H -0.1491 -4.0185 -1.4684
H 1.1116 -4.9003 -2.1928
H 1.1403 3.4553 2.9105
H -0.3981 4.6225 2.7978
H -0.3926 3.2432 3.7377
H 1.4748 -2.5400 -2.8628
H 2.7630 -2.8614 -1.5457
H -1.7853 -0.0142 -2.0844
*
```



# 4
Entry from OMol25: C8H10ClO4P as an isolated structure in a non-equilibrium geometry (ωB97M-V with the def2-TZVPD basis set).

LUMO: 0.113 eV
E: -38455.786 eV
E_HOMO: -8.836 eV

Structure (ORCA input):
```
! wB97M-V def2-TZVPD RIJCOSX def2/J DEFGRID3
* xyz 0 1
C 0.5913 -0.0898 -3.0371
C 1.6466 0.6582 -2.9231
C 0.3577 -0.2196 -0.6017
C 1.4634 0.5656 -0.4940
C 0.6084 -1.0551 -1.7842
C 2.3410 0.0999 -1.6357
C 0.3727 -0.6572 3.1279
C -2.9862 1.2696 1.0383
O -2.2003 -1.8092 0.4982
O 2.0266 -1.2477 -1.6904
O -0.4636 -1.4301 2.3180
O -1.9781 0.4998 1.7288
P -1.2736 -0.8587 1.0810
Cl 1.9212 1.7440 0.6825
H 0.0113 -0.1115 -3.9309
H 2.1231 1.3735 -3.5343
H 0.0775 -2.0502 -1.7813
H 3.4223 0.1113 -1.5519
H 1.1555 -0.1198 2.5813
H 0.7089 -1.1258 3.9584
H -0.2087 0.1025 3.5354
H -3.6759 1.8903 1.6116
H -3.6359 0.5328 0.4298
H -2.4054 1.9276 0.3733
*
```